1.
Formula: C42H98BN5O3
Source: the OMol25 dataset
Level of theory: wB97M-V/def2-TZVPD

Geometry as XYZ:
```
149
Properties=species:S:1:pos:R:3:forces:R:3:mulliken_charge:R:1
C 3.764648 -1.154936 4.576380 0.5 -0.8 0.8 -0.28
C 3.246744 -0.590557 3.657781 -0.5 0.5 -0.5 -0.32
B 2.250123 0.176581 2.779839 0.1 0.1 -0.6 0.71
C 2.138414 1.735549 2.831614 0.1 -0.3 0.3 -0.66
C 3.288683 2.428054 2.046062 -0.5 0.4 0.3 -0.03
C 2.776670 3.447999 1.012556 0.4 0.2 0.1 -0.66
C 2.916138 4.917702 1.454261 -0.3 0.1 -0.2 -0.71
C 1.593749 5.567058 1.862644 0.0 0.0 0.2 -0.32
O 1.732787 6.230497 3.104074 0.2 -0.1 0.0 -0.37
C 0.625795 7.042613 3.397891 -0.3 0.3 0.2 -0.07
C 0.894211 7.844533 4.657586 0.0 0.0 -0.2 -1.27
O 1.423068 -0.565239 1.944763 -0.2 -0.3 0.5 -0.49
C 0.142131 -0.785807 2.560060 0.3 0.3 -0.8 -1.05
C -0.680456 -1.751309 1.730750 -0.1 -0.5 0.1 0.57
C -0.040991 -3.111362 1.491965 -0.4 0.1 0.1 -1.19
O -1.934272 -1.932151 2.400239 0.1 0.2 -0.1 -0.54
H 4.173275 -1.733644 5.375505 0.1 0.2 -0.1 0.44
H 1.168310 2.027919 2.434722 -0.1 0.1 -0.1 0.08
H 2.180008 2.045787 3.875893 -0.1 0.1 0.1 0.25
H 3.971747 1.716390 1.588186 0.0 -0.2 -0.1 0.01
H 3.867280 2.991431 2.773559 0.3 -0.1 0.0 0.30
H 3.318169 3.325016 0.077060 0.0 -0.1 -0.1 0.51
H 1.724578 3.269333 0.804570 -0.1 -0.2 -0.2 0.15
H 3.602960 5.035028 2.289666 0.1 -0.1 0.1 0.38
H 3.326027 5.491185 0.625513 0.2 0.1 0.0 0.39
H 0.808837 4.807157 1.943258 -0.1 0.0 0.0 0.19
H 1.280654 6.301871 1.114492 -0.1 0.0 -0.1 0.25
H -0.285266 6.446795 3.530002 0.0 -0.2 -0.1 0.25
H 0.429735 7.729838 2.566371 0.1 0.0 -0.2 0.25
H 1.943873 8.123498 4.686138 0.1 0.0 0.1 0.32
H 0.629288 7.294255 5.554735 0.1 -0.1 0.1 0.30
H 0.311164 8.762234 4.637454 -0.1 0.1 0.1 0.37
H 0.287779 -1.164593 3.576430 -0.1 -0.2 0.1 0.36
H -0.396385 0.162557 2.591552 -0.1 0.1 0.3 0.33
H -0.922500 -1.295394 0.773683 0.0 0.2 -0.1 0.31
H 0.045918 -3.637777 2.443363 0.2 0.0 0.1 0.27
H 0.923790 -3.056859 0.999421 0.1 0.1 0.0 0.17
H -0.727836 -3.694275 0.882533 0.0 -0.1 -0.1 0.37
H -1.720485 -2.161272 3.310690 -0.2 -0.1 0.1 0.36
C -4.063047 -2.509615 -0.418970 0.0 0.0 0.0 -1.49
C -5.249012 -3.369417 -0.824832 0.0 0.2 0.1 0.21
N -5.075169 -4.775832 -0.512991 0.0 -0.1 0.0 0.14
C -6.089354 -5.620868 -1.116916 0.0 -0.1 -0.2 -0.24
C -7.547141 -5.449385 -0.669227 0.0 -0.1 0.0 -1.18
C -4.736705 -5.072946 0.868194 0.1 0.0 0.2 -0.34
C -5.711391 -4.617846 1.964533 0.0 -0.1 0.0 -1.10
H -3.146344 -2.861774 -0.895724 0.0 0.0 0.0 0.31
H -4.233650 -1.477949 -0.730446 0.0 0.0 0.0 0.47
H -3.907732 -2.499016 0.659741 0.0 0.0 0.0 0.25
H -5.380751 -3.284319 -1.906461 -0.1 -0.1 0.0 0.03
H -6.159046 -2.946035 -0.368580 0.0 0.0 0.0 0.19
H -5.794174 -6.664024 -0.972969 0.0 0.0 0.1 0.35
H -6.044816 -5.452810 -2.198817 0.0 0.1 0.0 -0.01
H -7.730230 -5.894178 0.307922 0.0 0.1 0.0 0.36
H -8.209057 -5.951262 -1.378419 0.0 0.0 0.0 0.44
H -7.845339 -4.401317 -0.631565 0.0 0.0 0.0 0.25
H -3.760301 -4.629869 1.077247 0.0 0.1 0.0 0.03
H -4.578616 -6.151376 0.950107 -0.1 0.0 -0.1 0.38
H -6.088667 -3.610589 1.785042 0.0 0.0 0.0 0.24
H -5.198081 -4.608720 2.928152 0.0 0.0 0.0 0.42
H -6.562227 -5.290635 2.062420 -0.1 0.1 0.0 0.32
C -2.792250 8.239273 -0.068799 0.0 0.0 0.0 -1.53
C -2.153459 6.860424 -0.007040 0.0 0.1 -0.1 -0.03
N -3.007735 5.802351 -0.514808 0.0 0.0 0.0 0.08
C -2.495327 4.475272 -0.226362 0.0 -0.2 0.1 -0.77
C -1.169728 4.053175 -0.872495 0.0 -0.1 0.0 -0.82
C -3.531844 6.003689 -1.854487 -0.1 0.1 -0.1 -0.77
C -2.528030 6.182382 -3.003493 -0.1 -0.1 0.0 -0.96
H -3.734769 8.256819 0.479606 0.0 0.0 0.0 0.36
H -2.121608 8.972430 0.381341 0.0 0.0 0.0 0.44
H -2.981973 8.560992 -1.093005 0.0 0.0 0.0 0.31
H -1.935809 6.630964 1.040143 0.0 -0.1 0.0 0.30
H -1.179376 6.903426 -0.522197 0.0 0.0 0.0 0.14
H -3.265808 3.743400 -0.483410 0.0 0.1 -0.1 0.35
H -2.380932 4.405717 0.860415 0.0 0.1 0.0 0.41
H -1.283317 3.789878 -1.922991 0.0 0.1 0.0 0.30
H -0.782428 3.166086 -0.365446 0.0 0.0 0.0 0.29
H -0.410485 4.832234 -0.790592 0.0 0.0 0.0 0.20
H -4.183492 6.879759 -1.831598 0.0 0.0 0.1 0.40
H -4.197100 5.167609 -2.082776 0.1 -0.1 0.0 0.38
H -1.698880 6.834647 -2.726540 0.0 0.0 0.0 0.23
H -3.030310 6.635759 -3.860281 0.0 0.0 0.0 0.38
H -2.117863 5.232039 -3.341202 0.1 0.0 0.0 0.29
C -7.284179 -2.774902 -4.140026 0.0 0.0 0.0 -1.09
C -7.564162 -2.935340 -5.625118 -0.1 -0.1 0.1 -0.48
N -6.495086 -3.611489 -6.336271 0.0 0.0 -0.1 0.10
C -6.646801 -3.560216 -7.779375 0.0 0.1 -0.2 -0.71
C -7.844556 -4.280354 -8.413275 0.0 0.0 -0.1 -0.98
C -6.089215 -4.893272 -5.785180 0.1 -0.1 0.2 -0.65
C -7.149112 -5.998885 -5.667161 0.1 -0.1 0.0 -1.05
H -6.352503 -2.231251 -3.976431 0.0 0.0 0.0 0.34
H -8.092624 -2.214012 -3.669130 0.0 0.0 0.0 0.44
H -7.218067 -3.736254 -3.628761 0.0 0.0 0.0 0.00
H -7.677731 -1.941249 -6.065579 0.0 0.0 -0.1 0.49
H -8.537766 -3.438425 -5.743370 0.0 0.0 0.0 0.24
H -5.726150 -3.938318 -8.232040 0.0 0.0 0.1 0.36
H -6.696585 -2.503649 -8.060574 0.0 0.0 0.1 0.43
H -7.703448 -5.359817 -8.444533 0.0 0.0 0.1 0.23
H -7.969362 -3.944356 -9.444506 0.0 0.0 0.0 0.39
H -8.776419 -4.070633 -7.887830 0.0 0.0 0.0 0.28
H -5.672848 -4.714344 -4.790919 0.0 0.1 0.0 0.29
H -5.247367 -5.260681 -6.376796 0.0 0.0 -0.1 0.37
H -8.101933 -5.616474 -5.298672 0.0 0.0 0.0 0.22
H -6.805963 -6.759663 -4.962783 0.0 0.0 0.0 0.42
H -7.326048 -6.500814 -6.617022 -0.1 0.0 0.0 0.35
C 4.545662 -2.973366 0.270152 0.0 0.0 -0.1 -0.75
C 5.174056 -4.358169 0.340444 -0.1 0.1 -0.1 -0.42
N 5.350720 -4.836463 1.698714 0.0 -0.1 0.0 0.11
C 6.168386 -6.032488 1.788386 0.2 -0.1 0.0 -0.71
C 5.641492 -7.325996 1.152307 0.0 -0.1 0.1 -0.97
C 4.153691 -4.819786 2.520155 -0.1 0.0 0.2 -0.33
C 2.943699 -5.643607 2.060682 0.0 -0.1 0.1 -0.93
H 5.140506 -2.248120 0.827492 0.0 0.0 0.1 0.30
H 4.494662 -2.647974 -0.769914 0.0 0.0 0.0 0.53
H 3.528766 -2.957120 0.664791 0.0 0.0 0.0 -0.37
H 6.163401 -4.309906 -0.122525 0.0 -0.1 0.0 0.47
H 4.576187 -5.047031 -0.278529 0.0 0.0 0.0 0.24
H 6.383782 -6.219334 2.844191 -0.1 0.0 0.0 0.35
H 7.134865 -5.797427 1.331441 0.0 0.1 0.0 0.42
H 4.859541 -7.788600 1.752944 -0.1 0.0 0.0 0.23
H 6.453591 -8.051275 1.071183 0.0 0.0 0.0 0.39
H 5.251014 -7.161062 0.147952 0.0 0.0 0.0 0.27
H 3.838136 -3.783851 2.623097 0.0 0.2 0.0 -0.03
H 4.433209 -5.129469 3.531841 0.1 -0.1 -0.1 0.38
H 2.768991 -5.559720 0.987379 0.0 0.0 0.0 0.23
H 2.045829 -5.284793 2.568096 0.0 0.0 0.0 0.29
H 3.050385 -6.697875 2.312743 0.0 0.0 -0.1 0.32
C 7.391009 6.137071 1.715353 0.0 0.0 0.0 -1.59
C 6.971062 4.684863 1.550379 0.0 0.1 0.2 0.24
N 7.789000 3.939997 0.611922 -0.1 0.0 -0.1 0.07
C 7.224652 2.642497 0.285283 -0.1 -0.1 -0.1 -0.69
C 7.110042 1.596675 1.401343 0.0 -0.1 -0.1 -0.76
C 9.219292 3.967973 0.860006 0.2 0.1 0.0 -0.77
C 9.727415 3.444410 2.211835 0.1 0.0 -0.1 -0.97
H 7.379096 6.657694 0.756924 0.0 0.0 0.0 0.37
H 6.696125 6.642763 2.387031 0.0 0.0 0.0 0.44
H 8.387082 6.232319 2.148640 0.0 0.0 0.0 0.35
H 5.944588 4.670818 1.172311 0.0 -0.1 0.0 0.04
H 6.939817 4.216052 2.547745 0.0 0.0 0.0 0.18
H 7.795893 2.217066 -0.544531 0.1 0.0 0.0 0.34
H 6.221300 2.822018 -0.116579 0.0 0.1 0.0 0.30
H 8.067434 1.131470 1.632145 0.0 0.1 0.1 0.35
H 6.440228 0.794648 1.082515 0.0 0.0 0.0 0.18
H 6.698459 2.016602 2.319471 0.0 0.0 0.0 0.22
H 9.559856 4.999145 0.743125 -0.1 0.0 0.0 0.41
H 9.710035 3.418956 0.052716 -0.1 -0.1 0.0 0.37
H 9.105235 3.780424 3.042163 0.0 0.0 0.0 0.24
H 10.739594 3.813192 2.389635 0.0 0.0 0.0 0.38
H 9.775151 2.356926 2.238216 -0.1 0.0 0.0 0.29
```
Positions in Å, forces in eV/Å.

Calculated values
DFT total energy: -2183.274713 Ha
HOMO: -8.011 eV
LUMO: 0.509 eV
Net charge: 0
Kohn-Sham gap: 8.5 eV
SMILES: C#CB(CCCCCOCC)OC[C@@H](C)O.CCN(CC)CC.CCN(CC)CC.CCN(CC)CC.CCN(CC)CC.CCN(CC)CC

***

2.
Formula: C26H56ClN4O12P2
Source: the OMol25 dataset
Level of theory: wB97M-V/def2-TZVPD

Geometry as XYZ:
```
101
Properties=species:S:1:pos:R:3:forces:R:3:mulliken_charge:R:1
C -0.745698 -0.132256 6.587646 -0.2 0.2 -0.4 -0.79
C -2.101380 0.450956 6.147951 0.0 -0.8 0.3 -0.71
C -2.821075 -0.475706 5.170932 0.0 0.3 -0.2 -1.06
C -2.200919 -0.439125 3.756109 -0.7 0.3 1.0 0.66
O -1.728265 -1.705563 3.445389 0.5 0.1 -0.7 -0.29
P -0.789636 -2.015794 2.050255 0.5 -0.3 0.1 0.94
C 0.290386 -3.112867 3.251986 -0.3 0.3 0.8 -1.25
C -0.209603 -4.422396 3.731487 0.4 -1.9 -0.6 0.69
O -0.052247 -5.520201 3.247756 -0.3 1.8 0.7 -0.53
Cl -1.087593 -4.346744 5.337226 0.2 0.0 -0.3 -0.25
C 0.050002 -2.605758 0.439890 0.1 -0.5 0.1 0.67
C 1.059496 -3.740586 0.501389 0.0 -0.1 -1.1 0.46
C 1.239553 -4.386756 -0.891416 0.4 0.3 0.5 -1.35
O 2.347429 -3.217992 0.856761 0.2 -0.2 0.1 -0.75
P -2.487229 -3.581941 1.626324 -0.9 0.7 0.3 0.86
O -3.422139 -3.866032 2.725143 0.1 -0.3 0.1 -0.84
O -1.905366 -4.941214 0.909705 0.2 0.4 -0.1 -0.48
O -3.411605 -2.933560 0.392716 0.4 -0.6 0.1 -0.64
O 0.402500 -0.805779 2.368454 -0.5 0.5 0.4 -0.67
C 0.383550 0.276817 1.462969 0.6 -0.6 -0.3 0.69
C 1.048604 1.537734 2.007972 0.7 0.0 0.0 -1.46
C 2.186770 2.068091 1.107464 -0.3 0.3 0.0 -1.03
C 1.802969 3.312457 0.281537 0.3 0.1 -0.1 -0.39
C 2.770171 4.504054 0.419908 0.1 -0.3 0.5 -1.03
N 3.653985 4.663506 -0.740620 -0.7 0.1 -0.4 -0.46
C 3.136816 5.427901 -1.785364 0.1 0.4 -0.3 0.64
N 2.210800 6.289430 -1.631142 0.0 -0.3 0.2 -0.68
N 3.791511 5.217712 -3.023619 -0.1 -0.2 0.5 -0.64
C -1.004063 0.336277 0.783024 -0.3 0.8 -0.2 2.45
C -2.015158 1.488996 1.124125 0.2 0.4 0.5 -1.84
N -1.810890 2.270177 2.361738 -0.1 -0.4 -0.1 -0.44
C -0.766805 0.472718 -0.737483 -0.3 -0.1 -0.3 -0.82
C -1.994858 0.113855 -1.562979 0.2 -0.2 0.4 -0.93
O -2.612005 1.274978 -2.175325 -0.7 -0.5 -0.5 -0.29
C -2.625668 1.247821 -3.527258 1.2 0.0 -0.1 0.52
O -1.640347 0.950350 -4.175376 -0.9 0.0 0.3 -0.51
C -3.945429 1.635756 -4.128656 0.2 0.6 0.1 -0.48
C -4.676976 2.742768 -3.371249 -0.4 -0.1 -0.5 -1.11
O -1.658688 -0.863204 1.092597 0.0 -0.3 0.1 -0.93
H -0.544328 0.061832 7.637080 0.2 0.2 0.1 0.35
H 0.051907 0.283093 5.976345 0.2 0.0 0.0 0.14
H -0.739956 -1.209558 6.441502 0.0 -0.2 0.0 0.15
H -1.964004 1.425087 5.683433 -0.1 0.2 0.1 0.27
H -2.724932 0.553760 7.036218 -0.1 0.3 0.0 0.49
H -2.792670 -1.499341 5.534757 0.0 -0.2 0.0 0.34
H -3.875112 -0.201978 5.119091 -0.1 0.1 0.0 0.40
H -1.430342 0.332240 3.757057 0.3 -0.2 -0.2 -0.05
H -2.982196 -0.097140 3.073688 0.0 -0.2 -0.3 -0.09
H 0.317913 -2.477596 4.129432 -0.1 0.2 0.0 0.52
H 1.326228 -3.181224 2.938615 -0.1 -0.5 -0.4 0.55
H -0.749940 -2.900863 -0.234035 -0.2 0.0 0.0 0.38
H 0.558059 -1.802318 -0.093836 0.0 0.2 0.1 -0.78
H 0.776515 -4.546598 1.172436 -0.1 0.2 0.4 0.19
H 2.015371 -3.824527 -1.407456 -0.2 -0.2 0.0 0.02
H 0.326045 -4.357972 -1.475079 -0.2 -0.2 -0.1 0.31
H 1.593652 -5.408917 -0.788009 0.0 -0.2 -0.1 0.45
H 2.200809 -2.391322 1.322153 0.0 0.2 0.2 0.41
H -2.390144 -5.153413 0.109980 -0.2 -0.3 -0.1 0.34
H -3.094798 -3.259191 -0.451872 0.0 0.3 -0.3 0.33
H 1.077489 -0.054045 0.681142 -0.1 0.2 -0.3 -0.43
H 0.372716 2.356110 2.205495 -0.2 -0.1 0.1 0.47
H 1.493508 1.265633 2.962485 -0.1 -0.1 0.2 0.37
H 3.028821 2.319808 1.747870 0.2 0.1 0.0 0.70
H 2.532122 1.290434 0.428991 0.1 -0.2 0.0 0.23
H 1.769354 3.067891 -0.781202 -0.2 -0.1 -0.1 0.38
H 0.798701 3.632090 0.545873 -0.2 0.1 0.1 0.32
H 3.407578 4.348010 1.287463 0.1 0.0 0.1 0.44
H 2.217526 5.414519 0.605499 0.1 0.3 -0.3 0.41
H 3.851454 3.747635 -1.122314 0.4 -0.1 0.2 0.30
H 2.051979 6.767112 -2.510575 0.0 0.2 0.0 0.23
H 3.116981 5.059700 -3.755025 0.0 0.1 -0.2 0.26
H 4.463930 4.465869 -2.989985 0.1 0.0 -0.1 0.25
H -2.982277 1.002263 1.197394 -0.1 -0.2 0.0 0.38
H -2.111047 2.187525 0.295540 0.2 0.0 -0.3 0.53
H -2.661762 2.278268 2.900193 -0.1 0.1 0.1 0.28
H -1.540291 3.221375 2.170976 -0.1 0.1 -0.1 0.25
H -0.527318 1.506348 -0.979183 0.2 0.2 0.1 0.60
H 0.081377 -0.117117 -1.074489 0.0 -0.2 0.1 -0.02
H -1.738832 -0.612270 -2.328361 0.1 0.1 -0.3 0.49
H -2.754262 -0.351380 -0.939642 -0.1 0.1 0.1 0.40
H -4.570657 0.746769 -4.177502 0.0 -0.2 0.0 0.25
H -3.743694 1.950825 -5.147212 0.1 -0.1 -0.2 0.36
H -5.265795 2.349829 -2.551094 0.2 0.0 0.3 0.25
H -5.387713 3.206067 -4.054262 -0.1 0.1 0.0 0.39
H -4.011992 3.528855 -3.033507 0.1 0.0 0.2 0.32
C 2.801183 -2.276429 -2.977338 0.2 0.2 0.0 -0.59
O 3.619189 -1.211040 -3.438578 -0.1 0.0 -0.1 -0.35
C 4.063878 -1.363210 -4.775434 0.1 0.1 0.2 -0.54
C 3.225852 -0.562173 -5.750538 -0.1 -0.1 -0.2 -0.44
O 1.892723 -1.026765 -5.821813 0.0 0.0 0.1 -0.40
C 0.990833 -0.283129 -5.011956 0.0 0.0 0.0 -0.74
H 2.289763 -1.936148 -2.078335 0.1 0.1 0.0 -0.12
H 2.054505 -2.563609 -3.720342 0.0 0.0 0.0 0.38
H 3.414740 -3.146614 -2.721787 0.0 0.0 0.0 0.44
H 4.073694 -2.419448 -5.062459 0.0 0.0 0.0 0.31
H 5.094392 -0.993819 -4.813404 0.0 0.0 -0.1 0.39
H 3.656795 -0.665311 -6.752450 0.0 0.0 0.0 0.42
H 3.250564 0.499311 -5.481120 0.0 0.0 0.0 0.27
H 0.747439 0.672230 -5.484621 0.0 0.0 0.0 0.41
H 1.404974 -0.100248 -4.018347 0.0 0.0 0.0 0.28
H 0.075707 -0.858580 -4.908053 0.0 0.0 -0.1 0.21
```
Positions in Å, forces in eV/Å.

Calculated values
DFT total energy: -3289.195628 Ha
HOMO: -5.514 eV
LUMO: 1.932 eV
Net charge: -1
Kohn-Sham gap: 7.4 eV